{
  "formula": "C18H24N6O2S",
  "method": "ωB97M-V with the def2-TZVPD basis set",
  "charge": 0,
  "smiles": "CC(C)Nc1nc(SCC(=O)Nc2ccccc2)nc(N2CCOCC2)n1",
  "gap_ha": 0.3250,
  "species": ["C", "H", "H", "H", "C", "N", "C", "N", "C", "N", "C", "H", "C", "H", "O", "C", "H", "C", "H", "H", "H", "H", "H", "N", "C", "N", "S", "C", "H", "H", "C", "O", "N", "C", "C", "C", "C", "C", "C", "H", "H", "H", "H", "H", "H", "H", "C", "H", "H", "H", "H"],
  "xyz": [[-6.01419, -1.15234, 0.41691], [-6.61735, -1.97161, 0.79744], [-5.89554, -1.27798, -0.65618], [-6.54097, -0.21823, 0.60335], [-4.65023, -1.14251, 1.10348], [-3.82988, -0.08912, 0.54697], [-2.64313, -0.27369, -0.03422], [-2.01358, 0.81496, -0.48546], [-0.82700, 0.60105, -1.04685], [-0.18546, 1.65461, -1.58110], [-0.64030, 2.99923, -1.32650], [-0.52124, 3.57611, -2.24923], [0.21408, 3.60250, -0.18949], [-0.28891, 3.50407, 0.77403], [1.43289, 2.90603, -0.04540], [2.02933, 2.61357, -1.28571], [3.01459, 2.20447, -1.05772], [1.17364, 1.58736, -2.06651], [1.18743, 1.81921, -3.13862], [1.54425, 0.57450, -1.92168], [2.15253, 3.53747, -1.86940], [0.40761, 4.66800, -0.38721], [-1.69220, 2.96210, -1.05027], [-0.24729, -0.60982, -1.15528], [-0.98332, -1.61436, -0.69905], [-2.16807, -1.52305, -0.13782], [-0.35703, -3.24250, -0.82962], [1.11380, -3.01174, -1.89194], [0.89529, -2.17890, -2.55998], [1.22247, -3.93759, -2.45436], [2.39436, -2.75787, -1.10116], [3.33802, -3.51355, -1.16344], [2.32867, -1.61252, -0.38322], [3.28467, -1.04517, 0.46365], [4.53182, -1.61956, 0.69058], [5.43040, -0.99270, 1.53469], [5.10539, 0.20185, 2.15497], [3.86284, 0.77186, 1.93139], [2.95485, 0.15333, 1.09441], [1.98791, 0.60453, 0.92576], [3.59495, 1.70393, 2.40616], [5.81475, 0.68559, 2.80978], [6.39619, -1.44456, 1.70657], [4.78669, -2.54769, 0.20735], [1.45752, -1.08699, -0.47359], [-4.15587, 0.86285, 0.61108], [-4.79036, -0.95173, 2.61270], [-5.36782, -1.76660, 3.03973], [-3.81047, -0.93761, 3.08279], [-5.29750, -0.01409, 2.83274], [-4.11924, -2.07511, 0.89448]],
  "forces_ev_per_angstrom": [[0.299, -0.132, 0.033], [-0.129, -0.066, 0.045], [-0.029, -0.007, -0.106], [-0.097, 0.108, 0.018], [-0.288, -0.178, 0.186], [-0.138, 0.138, 0.049], [0.430, 0.072, -0.193], [-0.082, 0.256, 0.095], [-0.368, -0.207, -0.007], [-0.014, 0.076, -0.005], [-0.027, 0.240, 0.083], [-0.045, -0.029, 0.052], [-0.189, 0.136, -0.014], [-0.023, 0.051, -0.090], [0.096, -0.126, 0.207], [0.094, 0.049, -0.155], [-0.050, 0.045, -0.127], [0.249, -0.067, -0.024], [0.071, -0.063, 0.067], [0.017, 0.141, -0.080], [0.033, -0.061, 0.041], [-0.051, -0.100, 0.041], [0.126, 0.158, -0.100], [0.043, -0.006, -0.093], [0.151, 0.242, -0.143], [-0.286, -0.412, 0.185], [0.152, -0.225, -0.192], [-0.301, -0.112, 0.286], [0.053, -0.066, -0.043], [0.059, 0.087, 0.044], [-0.387, 0.053, -0.273], [0.246, -0.230, 0.000], [-0.171, 0.349, 0.151], [0.283, -0.047, 0.129], [0.042, -0.182, -0.101], [-0.028, 0.128, 0.066], [0.135, 0.045, 0.095], [-0.008, 0.018, -0.012], [-0.008, -0.075, -0.054], [-0.144, 0.068, -0.034], [-0.032, 0.084, 0.041], [0.055, 0.040, 0.055], [0.075, -0.044, 0.008], [-0.004, -0.020, -0.021], [0.193, -0.166, -0.095], [0.103, -0.010, -0.058], [0.139, -0.161, -0.255], [-0.101, -0.065, 0.099], [0.076, 0.011, 0.081], [-0.073, 0.111, 0.054], [-0.150, 0.153, 0.062]]
}